Entry 1:
This record from OMol25 describes a 3-piece molecular cluster, C45H75Br2NO13 overall at a distorted geometry. The level of theory is the ωB97M-V functional and the def2-TZVPD basis.

Geometry as ORCA input:
```
! RIJCOSX wB97M-V def2-TZVPD def2/J DEFGRID3
* xyz 0 1
C -9.01 -6.38 3.77
C -8.02 -6.26 2.83
C -6.66 -6.87 3.01
O -6.57 -8.04 2.81
O -5.55 -6.16 3.35
C -5.47 -4.88 2.72
C -5.49 -4.94 1.19
C -4.19 -4.40 0.55
C -4.22 -2.88 0.35
C -2.82 -2.22 0.25
C -2.44 -1.73 -1.17
C -1.29 -2.47 -1.82
O -1.41 -3.90 -1.46
C -2.34 -4.49 -2.14
N -2.94 -5.15 -2.86
O -1.34 -2.48 -3.23
C -0.06 -2.51 -3.77
O 0.15 -2.36 -4.92
C 0.93 -2.72 -2.59
C 1.39 -4.20 -2.40
Br 1.31 -4.92 -0.58
C 0.73 -5.21 -3.38
C 0.86 -6.68 -2.96
Br 1.65 -5.09 -5.11
C 0.15 -1.86 -1.58
C 0.42 -1.77 -0.09
C 1.86 -1.42 0.39
C 2.07 -2.03 1.78
O 2.86 -1.69 -0.58
C 3.90 -2.60 -0.26
C 4.56 -2.98 -1.59
C 4.99 -4.29 -1.80
C 5.54 -4.62 -3.03
C 5.65 -3.67 -4.04
C 5.23 -2.36 -3.82
C 4.68 -2.02 -2.59
O -0.04 -0.63 -2.29
C 1.01 0.32 -2.17
C 0.82 1.41 -3.22
C 0.70 0.84 -4.64
C 2.00 2.42 -3.13
C 1.65 3.76 -3.80
C 3.24 1.84 -3.83
H -9.88 -7.01 3.59
H -8.97 -5.87 4.73
H -8.23 -5.74 1.90
H -4.51 -4.47 3.02
H -6.23 -4.17 3.07
H -5.62 -5.95 0.80
H -6.29 -4.34 0.75
H -3.31 -4.67 1.15
H -4.06 -4.94 -0.38
H -4.82 -2.58 -0.50
H -4.70 -2.46 1.24
H -2.87 -1.32 0.87
H -2.06 -2.85 0.71
H -3.33 -1.78 -1.79
H -2.18 -0.67 -1.14
H 1.84 -2.19 -2.87
H 2.44 -4.23 -2.67
H -0.34 -5.03 -3.48
H 0.70 -7.26 -3.87
H 0.08 -6.97 -2.27
H 1.87 -6.92 -2.62
H -0.22 -0.98 0.32
H 0.10 -2.68 0.42
H 1.86 -0.34 0.54
H 2.05 -3.11 1.65
H 2.99 -1.74 2.28
H 1.19 -1.81 2.38
H 3.57 -3.54 0.17
H 4.67 -2.11 0.35
H 4.87 -5.02 -1.01
H 5.86 -5.64 -3.21
H 6.06 -3.96 -5.00
H 5.29 -1.60 -4.59
H 4.32 -1.01 -2.41
H 2.01 -0.10 -2.27
H 0.98 0.79 -1.18
H -0.12 1.92 -2.99
H -0.30 0.46 -4.84
H 0.89 1.64 -5.35
H 1.44 0.06 -4.83
H 2.22 2.57 -2.07
H 2.53 4.41 -3.70
H 0.80 4.24 -3.31
H 1.44 3.63 -4.85
H 4.09 2.47 -3.57
H 3.12 1.79 -4.91
H 3.47 0.85 -3.45
C 2.09 8.82 0.24
O 0.96 8.06 0.61
C 0.13 8.75 1.54
C -1.30 8.26 1.43
O -2.02 8.80 0.33
C -1.69 8.31 -0.97
C -2.16 6.90 -1.24
O -1.30 5.96 -0.62
C -1.96 4.75 -0.30
H 2.74 9.01 1.11
H 2.65 8.24 -0.49
H 1.80 9.77 -0.21
H 0.16 9.83 1.35
H 0.50 8.55 2.55
H -1.84 8.62 2.31
H -1.35 7.17 1.44
H -0.62 8.42 -1.17
H -2.21 8.98 -1.66
H -2.15 6.72 -2.32
H -3.19 6.79 -0.87
H -2.80 4.93 0.38
H -1.24 4.11 0.20
H -2.31 4.25 -1.21
C -0.48 1.71 7.11
O 0.74 1.84 6.40
C 1.16 0.62 5.81
C 2.02 0.88 4.60
O 1.28 1.24 3.44
C 0.70 2.53 3.41
C 1.71 3.64 3.22
O 2.37 3.94 4.44
C 3.66 4.46 4.24
H -0.36 1.02 7.96
H -0.75 2.69 7.49
H -1.28 1.35 6.45
H 0.29 0.02 5.52
H 1.74 0.07 6.56
H 2.52 -0.06 4.34
H 2.81 1.61 4.82
H 0.06 2.71 4.28
H 0.05 2.52 2.53
H 1.20 4.55 2.89
H 2.44 3.34 2.46
H 4.29 3.76 3.69
H 4.11 4.62 5.22
H 3.63 5.42 3.71
*
```

Values from the calculation:
strongest force on any atom: 2.07 eV/A
HOMO energy: -8.532 eV
LUMO: -0.179 eV
E_tot: -7940.26680 Eh

Results of the Mulliken charge analysis, in e, for atoms 1 through 5:
1. C -0.67
2. C -0.15
3. C 0.55
4. O -0.46
5. O -0.40

Entry 2:
This record from OMol25 describes one molecule with the formula C10H14N4O5 at a distorted geometry. The level of theory is the ωB97M-V functional and the def2-TZVPD basis.

Geometry as ORCA input:
```
! RIJCOSX wB97M-V def2-TZVPD def2/J DEFGRID3
* xyz 0 1
C 0.52 -0.27 0.08
C -0.34 0.93 -0.08
C 2.01 0.11 0.07
C 2.92 -1.02 0.32
C 3.61 -1.42 1.50
C 4.06 -2.79 -0.17
C -2.51 1.58 -0.96
C -2.39 3.14 -1.10
C -3.37 1.03 0.19
C -3.16 -0.51 0.19
H 1.08 -1.69 -0.96
H -0.44 -1.90 -0.66
H 0.21 -0.64 1.10
H 2.23 1.01 0.64
H 2.18 0.37 -1.00
H 3.70 -1.02 2.51
H 4.72 -3.57 -0.57
H 5.19 -2.81 1.56
H -0.96 0.14 -1.73
H -3.04 1.40 -1.88
H -3.21 1.50 1.19
H -4.41 1.16 -0.22
H -2.83 -0.21 2.01
H -1.14 3.18 0.39
N 0.23 -1.20 -1.02
N 3.20 -1.98 -0.64
N 4.35 -2.50 1.12
N -1.15 0.98 -1.12
O -0.43 1.83 0.75
O -2.85 3.73 -2.07
O -3.25 -1.27 -0.70
O -3.07 -1.03 1.48
O -1.68 3.76 -0.22
*
```

Values from the calculation:
strongest force on any atom: 3.50 eV/A
HOMO energy: -9.257 eV
LUMO: 0.365 eV
E_tot: -984.71116 Eh

Results of the Mulliken charge analysis, in e, for atoms 1 through 5:
1. C 0.70
2. C 0.00
3. C -0.94
4. C 0.54
5. C -0.71

Entry 3:
This record from OMol25 describes a 2-piece molecular cluster, C3H4O2 overall at a distorted geometry. The level of theory is the ωB97M-V functional and the def2-TZVPD basis.

Geometry as ORCA input:
```
! RIJCOSX wB97M-V def2-TZVPD def2/J DEFGRID3
* xyz 0 1
O 0.27 1.78 -2.48
C 0.49 0.76 -2.03
C -0.73 -0.57 0.33
C 0.54 -0.24 0.99
O -0.26 0.76 0.34
H -0.70 -1.13 -0.61
H -1.63 -0.71 0.92
H 1.47 -0.47 0.47
H 0.57 -0.18 2.08
*
```

Values from the calculation:
strongest force on any atom: 1.50 eV/A
HOMO energy: -10.547 eV
LUMO: 1.187 eV
E_tot: -267.12424 Eh

Results of the Mulliken charge analysis, in e, for atoms 1 through 5:
1. O -0.19
2. C 0.13
3. C -0.28
4. C -0.25
5. O -0.34

Entry 4:
This record from OMol25 describes one molecule with the formula C5H13BrSi at a distorted geometry. The level of theory is the ωB97M-V functional and the def2-TZVPD basis.

Geometry as ORCA input:
```
! RIJCOSX wB97M-V def2-TZVPD def2/J DEFGRID3
* xyz 0 1
C 0.04 -2.04 0.57
C 0.43 -0.77 -1.44
C 1.56 0.14 0.56
C -0.86 2.49 -0.03
C 0.29 -0.61 0.07
Si -1.17 0.47 0.51
Br -3.17 0.16 -0.29
H 0.32 -2.16 1.64
H -1.04 -2.24 0.71
H 0.43 -2.80 -0.09
H -0.06 -0.05 -2.16
H 0.10 -1.74 -1.69
H 1.47 -0.67 -1.79
H 1.54 0.94 -0.15
H 1.56 0.48 1.67
H 2.48 -0.47 0.35
H -1.23 3.25 0.68
H 0.17 2.86 -0.04
H -1.27 2.76 -1.01
H -1.59 0.04 1.93
*
```

Values from the calculation:
strongest force on any atom: 2.76 eV/A
HOMO energy: -9.901 eV
LUMO: 0.744 eV
E_tot: -3061.81030 Eh

Results of the Mulliken charge analysis, in e, for atoms 1 through 5:
1. C -1.70
2. C -1.65
3. C -1.66
4. C -1.23
5. C 1.63

Entry 5:
This record from OMol25 describes a 12-piece molecular cluster, H24O12 overall at a distorted geometry. The level of theory is the ωB97M-V functional and the def2-TZVPD basis.

Geometry as ORCA input:
```
! RIJCOSX wB97M-V def2-TZVPD def2/J DEFGRID3
* xyz 0 1
H -1.09 -0.28 0.04
H -0.05 0.69 0.24
H -3.39 2.67 1.84
H -2.78 1.31 2.22
H -1.41 -2.27 -3.86
H -1.14 -3.82 -3.71
H 1.26 3.30 1.09
H 0.14 4.16 0.63
H 0.47 -3.38 1.15
H -0.26 -4.03 2.21
H -0.82 -0.84 3.15
H -1.26 -0.91 1.66
H 4.76 -1.59 0.21
H 4.15 -0.38 1.02
H -0.80 -0.14 -2.29
H 0.69 -0.34 -2.51
H 2.18 0.62 1.00
H 1.71 -0.72 0.36
H 1.97 1.13 3.61
H 1.95 0.09 2.60
H -3.36 -1.56 -2.16
H -4.45 -2.13 -3.16
H 2.17 4.36 -2.34
H 0.84 4.62 -1.76
O -0.88 0.57 -0.23
O -3.12 1.75 1.43
O -1.82 -3.16 -3.70
O 0.99 4.29 1.11
O -0.43 -3.66 1.37
O -1.38 -1.37 2.48
O 3.87 -1.16 0.56
O -0.17 -0.38 -2.98
O 1.64 0.21 0.24
O 2.53 0.76 2.91
O -4.09 -2.27 -2.31
O 1.39 3.85 -2.10
*
```

Values from the calculation:
strongest force on any atom: 3.68 eV/A
HOMO energy: -10.225 eV
LUMO: -0.565 eV
E_tot: -917.16481 Eh

Results of the Mulliken charge analysis, in e, for atoms 1 through 5:
1. H 0.32
2. H 0.35
3. H 0.31
4. H 0.29
5. H 0.35

Entry 6:
This record from OMol25 describes a 8-piece molecular cluster, C35H77NO21 overall at a distorted geometry. The level of theory is the ωB97M-V functional and the def2-TZVPD basis.

Geometry as ORCA input:
```
! RIJCOSX wB97M-V def2-TZVPD def2/J DEFGRID3
* xyz 0 1
C -3.50 -6.88 5.08
O -2.66 -7.07 6.24
C -1.34 -6.65 5.93
C -1.18 -5.16 5.60
O -1.74 -4.36 6.70
C -1.12 -3.06 6.84
C -1.31 -2.04 5.62
O -2.42 -1.07 5.89
C -3.73 -1.60 5.87
H -4.02 -5.92 5.08
H -4.32 -7.59 5.06
H -2.94 -7.00 4.15
H -0.94 -7.24 5.11
H -0.76 -6.86 6.83
H -1.80 -4.72 4.81
H -0.13 -4.98 5.38
H -0.06 -3.24 7.02
H -1.54 -2.53 7.70
H -1.38 -2.49 4.64
H -0.37 -1.49 5.58
H -4.41 -0.81 6.20
H -3.99 -2.40 6.55
H -4.09 -1.79 4.86
C 0.25 -10.58 -9.14
O 1.51 -10.07 -8.61
C 1.53 -8.72 -8.13
C 0.58 -8.40 -7.00
O 0.61 -9.21 -5.84
C 1.88 -9.31 -5.16
C 2.65 -7.99 -4.89
O 1.90 -7.17 -3.99
C 2.62 -6.07 -3.36
H -0.18 -9.81 -9.77
H -0.39 -10.83 -8.29
H 0.64 -11.46 -9.65
H 1.24 -8.06 -8.95
H 2.57 -8.46 -7.92
H -0.38 -8.50 -7.50
H 0.77 -7.34 -6.79
H 2.52 -10.00 -5.71
H 1.75 -9.79 -4.19
H 2.74 -7.53 -5.88
H 3.65 -8.17 -4.52
H 1.93 -5.67 -2.62
H 2.94 -5.37 -4.13
H 3.52 -6.46 -2.87
C -3.44 10.95 9.34
O -2.96 10.74 8.09
C -3.94 11.16 7.14
C -3.58 11.03 5.62
O -3.19 9.69 5.33
C -2.58 9.64 4.00
C -2.12 8.29 3.60
O -1.17 7.62 4.40
C -0.92 6.20 4.03
H -4.17 10.17 9.55
H -3.90 11.90 9.61
H -2.70 10.82 10.13
H -4.23 12.21 7.27
H -4.78 10.46 7.17
H -2.75 11.66 5.29
H -4.40 11.43 5.03
H -1.65 10.20 4.12
H -3.16 10.14 3.23
H -1.61 8.39 2.64
H -2.97 7.61 3.52
H -0.08 5.93 4.67
H -0.67 6.18 2.97
H -1.75 5.51 4.22
C 2.33 7.18 -1.27
O 2.85 6.33 -2.32
C 4.13 5.77 -1.99
C 4.04 4.47 -1.16
O 3.20 3.53 -1.78
C 3.87 2.98 -2.94
C 3.03 1.71 -3.26
O 3.80 0.76 -4.00
C 4.19 1.28 -5.31
H 1.38 7.54 -1.67
H 3.02 7.97 -0.99
H 2.21 6.60 -0.36
H 4.70 6.49 -1.41
H 4.76 5.53 -2.85
H 3.74 4.56 -0.12
H 5.06 4.08 -1.17
H 4.87 2.64 -2.66
H 3.98 3.72 -3.74
H 2.08 2.01 -3.69
H 2.87 1.18 -2.32
H 4.81 2.16 -5.16
H 3.26 1.55 -5.82
H 4.71 0.56 -5.94
C -2.59 -4.70 -1.64
O -3.33 -3.71 -2.45
C -4.27 -2.83 -1.83
O -4.88 -1.93 -2.47
O -4.44 -3.23 -0.52
C -5.45 -2.63 0.31
H -3.25 -5.52 -1.36
H -2.11 -4.32 -0.75
H -1.89 -5.14 -2.35
H -6.29 -3.32 0.24
H -5.83 -1.65 0.04
H -5.19 -2.56 1.36
C -0.89 5.28 -4.46
O -1.24 4.16 -5.34
C -0.63 3.95 -6.51
O 0.32 4.60 -6.95
O -1.19 2.88 -7.05
C -0.79 2.25 -8.21
H -1.66 5.35 -3.69
H -0.90 6.23 -4.99
H 0.02 4.90 -4.00
H -1.27 2.54 -9.14
H -0.89 1.17 -8.09
H 0.26 2.42 -8.41
C 6.00 -4.19 2.86
O 5.93 -2.80 2.43
C 4.89 -2.02 2.85
O 4.05 -2.39 3.67
O 4.96 -0.91 2.27
C 3.94 0.06 2.66
H 5.51 -4.87 2.16
H 5.68 -4.32 3.89
H 7.02 -4.55 2.92
H 3.96 0.34 3.71
H 2.97 -0.34 2.38
H 4.02 0.91 1.98
C -1.51 1.11 -0.59
C -0.89 -0.06 0.00
N -0.43 -1.03 0.37
H -2.57 0.91 -0.70
H -1.00 1.35 -1.53
H -1.41 1.99 0.05
*
```

Values from the calculation:
strongest force on any atom: 5.83 eV/A
HOMO energy: -9.256 eV
LUMO: 0.044 eV
E_tot: -3014.14406 Eh

Results of the Mulliken charge analysis, in e, for atoms 1 through 5:
1. C -0.72
2. O -0.38
3. C -0.66
4. C -0.36
5. O -0.35

Entry 7:
This record from OMol25 describes one molecule with the formula C3H5Cl at a distorted geometry. The level of theory is the ωB97M-V functional and the def2-TZVPD basis.

Geometry as ORCA input:
```
! RIJCOSX wB97M-V def2-TZVPD def2/J DEFGRID3
* xyz 0 1
C -0.19 -0.19 -0.41
C -1.21 0.34 0.28
C 1.25 -0.03 -0.08
Cl -2.82 -0.08 -0.06
H -0.52 -1.00 -1.00
H -1.27 1.00 1.08
H 1.20 0.44 0.94
H 1.63 -1.00 0.02
H 1.92 0.53 -0.77
*
```

Values from the calculation:
strongest force on any atom: 2.33 eV/A
HOMO energy: -9.230 eV
LUMO: 1.146 eV
E_tot: -577.45825 Eh

Results of the Mulliken charge analysis, in e, for atoms 1 through 5:
1. C -0.11
2. C -0.29
3. C -0.85
4. Cl -0.20
5. H 0.29

Entry 8:
This record from OMol25 describes one molecule with the formula C4H7NO. The level of theory is the ωB97M-V functional and the def2-TZVPD basis.

Geometry as ORCA input:
```
! RIJCOSX wB97M-V def2-TZVPD def2/J DEFGRID3
* xyz 0 1
C 1.74 0.29 -0.34
N 0.29 0.35 -0.44
C -0.60 1.05 0.43
C -0.56 -0.44 0.42
C -1.57 -1.24 -0.33
O -2.05 -2.28 0.05
H 2.13 1.29 -0.58
H 2.11 -0.40 -1.11
H 2.16 -0.02 0.62
H -0.27 1.53 1.36
H -1.42 1.56 -0.08
H -0.13 -0.90 1.31
H -1.83 -0.79 -1.31
*
```

Values from the calculation:
strongest force on any atom: 0.59 eV/A
HOMO energy: -9.504 eV
LUMO: 0.913 eV
E_tot: -286.54487 Eh

Results of the Mulliken charge analysis, in e, for atoms 1 through 5:
1. C -0.79
2. N -0.25
3. C -0.38
4. C 0.05
5. C -0.26

Entry 9:
This record from OMol25 describes C25H19Cl2HgN4O6S3 as an isolated structure at a distorted geometry. The level of theory is the ωB97M-V functional and the def2-TZVPD basis.

Geometry as ORCA input:
```
! RIJCOSX wB97M-V def2-TZVPD def2/J DEFGRID3
* xyz -2 2
Hg 1.62 0.48 -0.11
Cl 6.55 0.56 0.64
C 5.33 0.62 1.86
C 5.71 0.57 3.19
C 4.74 0.63 4.16
Cl 5.23 0.56 5.83
C 3.38 0.75 3.86
C 2.35 0.85 4.82
C 1.03 0.92 4.38
C 0.75 0.89 3.04
N 1.70 0.82 2.09
C 3.01 0.76 2.49
C 3.99 0.69 1.45
O 3.65 0.71 0.19
H 6.75 0.48 3.45
H 2.60 0.88 5.87
H 0.23 1.00 5.10
H -0.27 0.93 2.68
O -0.90 -2.80 -3.73
C -0.31 -1.89 -4.52
C -0.51 -2.01 -5.89
C 0.08 -1.13 -6.78
C 0.86 -0.09 -6.30
C 1.05 0.06 -4.94
C 0.49 -0.84 -4.03
C 0.75 -0.65 -2.59
O 1.32 0.43 -2.20
N 0.35 -1.64 -1.81
N 0.66 -1.52 -0.49
C 0.09 -2.34 0.33
S 0.61 -2.42 2.00
C -0.81 -3.47 2.56
C -1.90 -3.43 1.51
S -1.09 -3.57 -0.13
H -0.63 -2.59 -2.79
H -1.13 -2.82 -6.24
H -0.07 -1.26 -7.84
H 1.32 0.61 -6.99
H 1.65 0.86 -4.55
H -1.14 -3.08 3.52
H -0.42 -4.48 2.68
H -2.45 -2.49 1.53
H -2.59 -4.27 1.61
N -0.09 2.50 -0.08
C -1.51 2.24 -0.05
C -2.43 3.22 -0.39
C -3.79 2.95 -0.33
C -4.23 1.70 0.05
C -3.32 0.71 0.37
C -1.96 0.98 0.32
S -6.00 1.40 0.29
O -6.68 2.18 -0.75
O -6.19 -0.04 0.16
O -6.22 1.92 1.64
H 0.11 3.16 -0.82
H 0.19 2.93 0.80
H -2.08 4.20 -0.70
H -4.53 3.70 -0.58
H -3.70 -0.26 0.63
H -1.23 0.22 0.56
*
```

Values from the calculation:
strongest force on any atom: 1.92 eV/A
HOMO energy (alpha / beta): -0.133 / -2.271 eV
LUMO (alpha / beta): 3.738 / 3.737 eV
E_tot: -3903.00466 Eh

Results of the Mulliken charge analysis, in e, for atoms 1 through 5:
1. Hg 1.58
2. Cl -0.28
3. C 0.62
4. C -0.92
5. C 1.01

Question: Which of these has the highest E_tot?
Answer: C3H4O2